1.
{
  "formula": "C20H32BMgNO19",
  "method": "ωB97M-V/def2-TZVPD",
  "elements": ["Mg", "O", "C", "O", "B", "O", "C", "O", "O", "C", "O", "C", "O", "O", "N", "O", "O", "O", "O", "C", "O", "C", "C", "C", "H", "H", "H", "H", "H", "H", "H", "H", "O", "C", "O", "C", "C", "C", "H", "H", "H", "H", "H", "H", "H", "H", "O", "C", "O", "C", "C", "C", "H", "H", "H", "H", "H", "H", "H", "H", "O", "C", "O", "C", "C", "C", "H", "H", "H", "H", "H", "H", "H", "H"],
  "xyz": [[0.210, -0.748, -0.710], [1.270, 1.379, 7.646], [1.501, 0.857, 6.602], [0.610, 0.615, 5.632], [1.221, -0.212, 4.598], [2.663, -0.197, 4.893], [2.859, 0.293, 6.115], [3.878, 0.367, 6.690], [0.971, 0.253, 3.223], [0.546, -0.726, 2.474], [0.338, -0.615, 1.289], [0.142, -1.885, 3.427], [0.623, -1.577, 4.616], [-0.538, -2.813, 3.128], [0.800, -3.915, -0.692], [0.571, -2.657, -0.670], [1.183, -4.417, -1.744], [0.535, -4.574, 0.303], [2.074, 0.179, -0.989], [3.240, 0.426, -0.747], [3.660, 1.012, 0.353], [2.772, 1.810, 1.145], [3.598, 2.426, 2.240], [4.364, 0.151, -1.700], [1.854, 1.329, 1.489], [2.310, 2.595, 0.522], [4.272, 3.188, 1.841], [4.262, 1.718, 2.732], [2.960, 2.904, 2.982], [4.740, 1.126, -2.014], [4.001, -0.371, -2.581], [5.132, -0.449, -1.220], [0.106, -0.722, -2.722], [-0.017, -0.652, -3.928], [-0.600, -1.578, -4.639], [-0.776, -2.894, -4.020], [-1.198, -3.829, -5.115], [0.377, 0.577, -4.715], [-1.625, -2.797, -3.338], [0.126, -3.106, -3.451], [-1.341, -4.853, -4.784], [-0.476, -3.830, -5.933], [-2.141, -3.465, -5.524], [-0.431, 1.295, -4.611], [0.592, 0.293, -5.742], [1.303, 0.960, -4.290], [-1.846, -1.130, -0.428], [-2.866, -1.760, -0.253], [-4.062, -1.262, -0.500], [-4.107, 0.041, -1.092], [-5.549, 0.518, -1.061], [-2.877, -3.055, 0.456], [-3.827, -0.075, -2.145], [-3.458, 0.761, -0.603], [-5.608, 1.515, -1.493], [-5.853, 0.568, -0.010], [-6.262, -0.136, -1.558], [-3.825, -3.590, 0.425], [-2.787, -2.877, 1.537], [-1.989, -3.641, 0.230], [-0.457, 1.239, -0.624], [-0.418, 2.450, -0.607], [-0.780, 3.202, 0.409], [-1.229, 2.601, 1.645], [-0.626, 3.328, 2.810], [0.042, 3.280, -1.769], [-0.838, 1.588, 1.655], [-2.314, 2.595, 1.683], [-0.937, 4.378, 2.837], [0.460, 3.321, 2.847], [-1.040, 2.915, 3.731], [-0.556, 3.138, -2.667], [1.037, 2.879, -1.988], [0.055, 4.337, -1.531]],
  "mulliken_charge": [1.7694, -0.5691, 0.5540, -0.4991, 1.0774, -0.5610, 0.5440, -0.5517, -0.4694, 0.4812, -0.0470, -0.1075, -0.4210, -0.5244, 0.6176, -0.4323, -0.6637, -0.5620, -0.2265, 0.4338, -0.3098, 1.5843, -1.6682, -1.4550, -0.6515, 0.0003, 0.4004, 0.3865, 0.3401, 0.3635, 0.3110, 0.3519, -0.0704, 0.8044, -0.3712, 0.4600, -1.5353, -1.0621, -0.0572, 0.2769, 0.3911, 0.3534, 0.3334, 0.1986, 0.3813, 0.2683, -0.7161, 0.7198, -0.3661, 0.4795, -1.4999, -0.8198, 0.1784, -0.0685, 0.3937, 0.3543, 0.3627, 0.4028, 0.2408, 0.1218, 0.0500, 0.6499, -0.3750, 0.3734, -1.2401, -0.8887, -0.2344, 0.3633, 0.4298, 0.0496, 0.4192, 0.2610, 0.1418, 0.3494],
  "multiplicity": 1,
  "total_energy_ha": -2490.8841,
  "total_charge": 0
}

***

2.
{
  "formula": "C20H32Cl3N6O2RbSi",
  "method": "ωB97M-V/def2-TZVPD",
  "elements": ["Rb", "C", "C", "N", "C", "C", "N", "C", "C", "N", "H", "H", "H", "H", "H", "H", "H", "H", "H", "H", "H", "H", "H", "H", "H", "C", "C", "C", "O", "H", "H", "H", "H", "H", "H", "C", "O", "H", "H", "H", "H", "N", "C", "C", "C", "C", "C", "C", "C", "N", "C", "C", "N", "C", "H", "H", "H", "H", "H", "H", "H", "Cl", "Si", "Cl", "Cl"],
  "xyz": [[0.592, 1.105, -0.466], [0.625, -2.252, -2.246], [1.908, -1.855, -3.056], [2.491, -0.530, -2.682], [2.969, 0.312, -3.733], [1.931, 1.371, -4.297], [0.552, 1.201, -3.885], [-0.149, 0.016, -4.368], [-1.008, -0.701, -3.337], [-0.308, -1.152, -2.093], [0.831, -2.572, -1.212], [0.067, -3.048, -2.762], [1.773, -2.048, -4.125], [2.636, -2.595, -2.833], [3.315, -0.712, -2.038], [3.360, -0.261, -4.602], [3.837, 0.836, -3.422], [2.059, 1.326, -5.402], [2.312, 2.303, -4.001], [-0.044, 2.010, -4.117], [0.555, -0.645, -4.949], [-0.834, 0.183, -5.211], [-1.491, -1.503, -3.931], [-1.817, -0.044, -3.018], [-1.041, -1.350, -1.355], [-2.538, 1.145, 2.322], [-2.546, 0.263, 1.110], [-3.887, 0.324, 0.292], [-1.615, -0.459, 0.752], [-3.202, 2.003, 2.381], [-1.540, 1.507, 2.669], [-2.833, 0.458, 3.147], [-4.789, 0.065, 0.897], [-3.926, -0.352, -0.576], [-4.072, 1.347, -0.057], [-1.927, 3.980, 0.335], [-1.778, 2.812, -0.576], [-2.882, 3.803, 0.832], [-2.111, 4.892, -0.285], [-1.087, 4.139, 0.998], [-1.740, 3.253, -1.466], [-0.980, -2.493, 8.816], [-0.403, -2.509, 7.811], [0.216, -2.513, 6.511], [-0.633, -2.462, 5.394], [-0.071, -2.150, 4.171], [1.324, -2.076, 4.078], [2.194, -2.344, 5.186], [1.612, -2.507, 6.398], [1.889, -1.744, 2.786], [3.204, -2.069, 2.283], [3.412, -1.233, 1.237], [2.336, -0.360, 1.098], [1.420, -0.754, 1.943], [-1.702, -2.637, 5.451], [-0.709, -2.017, 3.260], [3.289, -2.285, 4.993], [2.153, -2.663, 7.307], [3.847, -2.862, 2.599], [4.280, -1.035, 0.619], [0.484, -0.223, 2.086], [-2.069, 3.380, -4.309], [-2.265, 4.949, -2.792], [-4.308, 5.473, -3.070], [-1.170, 6.559, -3.492]],
  "mulliken_charge": [0.7008, -0.8354, -0.9799, 0.0564, -0.8647, -0.8069, 0.2863, -0.8163, -0.7166, 0.2905, 0.3623, 0.3416, 0.3018, 0.5697, 0.1936, 0.3099, 0.4410, 0.2818, 0.4886, -0.0050, 0.1650, 0.4390, 0.2903, 0.2920, 0.0513, -1.2322, 0.9653, -1.2687, -0.4392, 0.3621, 0.2627, 0.4228, 0.3937, 0.2996, 0.2348, -0.5036, 0.2020, 0.1831, 0.0670, 0.1889, -0.0833, -0.4801, 0.0193, 0.4852, -0.7714, -0.2105, 0.4660, -0.5216, -0.7553, 0.1715, -0.4661, -0.7118, -0.3944, 0.2663, 0.4472, 0.4777, 0.3822, 0.4884, 0.4803, 0.4776, 0.1198, -0.3594, 0.1514, -0.3507, -0.3038],
  "multiplicity": 1,
  "e_above_lowest_ev": 0.000,
  "total_charge": 0
}

***

3.
{
  "formula": "C20H32F3N4O8PS",
  "method": "ωB97M-V/def2-TZVPD",
  "elements": ["H", "N", "C", "C", "C", "O", "N", "C", "O", "C", "C", "P", "O", "O", "O", "C", "F", "F", "F", "C", "C", "C", "S", "C", "N", "N", "C", "O", "H", "H", "H", "H", "H", "H", "H", "H", "H", "H", "H", "H", "H", "H", "H", "C", "C", "C", "O", "C", "H", "H", "H", "H", "H", "H", "H", "H", "C", "C", "C", "O", "C", "H", "H", "H", "H", "H", "H", "H", "H"],
  "xyz": [[-1.689, -0.994, -5.356], [-2.600, -1.458, -5.401], [-2.982, -1.792, -4.246], [-2.212, -1.565, -2.963], [-2.856, -0.468, -2.071], [-4.009, 0.030, -2.724], [-3.317, -1.046, -0.799], [-2.912, -0.302, 0.291], [-2.859, -0.686, 1.428], [-2.457, 1.087, -0.215], [-1.437, 1.640, 0.790], [-0.582, 3.195, 0.385], [0.869, 3.028, 0.204], [-1.019, 4.254, 1.503], [-1.320, 3.819, -0.892], [-3.719, 2.010, -0.285], [-3.933, 2.542, -1.508], [-4.840, 1.358, 0.061], [-3.605, 3.054, 0.564], [-1.915, 0.705, -1.621], [-0.407, 0.389, -1.666], [0.040, -0.902, -0.940], [1.400, -0.566, 0.219], [1.146, -1.949, 1.244], [0.458, -3.013, 0.998], [0.559, -3.798, 2.148], [1.300, -3.150, 2.960], [1.712, -1.958, 2.464], [-3.940, -2.305, -4.148], [-1.190, -1.316, -3.242], [-2.180, -2.510, -2.411], [-3.863, 0.926, -3.038], [-3.161, -2.034, -0.638], [-1.935, 1.760, 1.755], [-0.649, 0.902, 0.936], [-0.637, 4.019, 2.359], [-0.681, 3.888, -1.615], [-2.052, 1.541, -2.313], [-0.130, 0.300, -2.718], [0.158, 1.247, -1.299], [-0.748, -1.393, -0.375], [0.406, -1.637, -1.659], [1.597, -3.449, 3.954], [1.892, 2.633, -6.046], [2.390, 3.285, -4.757], [1.604, 2.519, -3.702], [1.402, 1.207, -4.230], [1.748, 1.179, -5.619], [2.570, 2.756, -6.889], [0.920, 3.045, -6.326], [3.459, 3.107, -4.630], [2.215, 4.358, -4.712], [0.623, 2.986, -3.528], [2.120, 2.443, -2.744], [2.689, 0.633, -5.738], [0.968, 0.647, -6.166], [3.341, -3.351, 7.960], [2.833, -1.917, 8.102], [2.797, -1.459, 6.650], [2.508, -2.625, 5.873], [2.642, -3.797, 6.684], [3.103, -3.986, 8.811], [4.424, -3.355, 7.822], [1.827, -1.914, 8.526], [3.467, -1.287, 8.723], [3.765, -1.056, 6.336], [2.030, -0.709, 6.455], [1.646, -4.199, 6.897], [3.206, -4.547, 6.126]],
  "mulliken_charge": [0.2797, -0.7168, -0.0992, -1.2634, 2.0179, -0.6408, -0.3475, -1.0371, -0.6060, 2.2048, -1.1594, 0.7465, -0.7547, -0.5404, -0.5814, 0.7470, -0.2975, -0.2926, -0.2808, -1.4510, -1.4734, -1.3518, -0.2669, 0.6590, -0.1413, -0.6409, 0.0941, -0.2511, 0.4488, 0.1671, 0.4941, 0.4615, 0.4600, 0.7809, 0.1898, 0.3876, 0.4017, 0.7862, 0.7345, 0.5725, 0.3900, 0.8261, 0.3697, -0.6111, -0.6180, -0.0638, -0.3497, -0.4644, 0.3738, 0.2567, 0.2783, 0.3641, -0.0628, 0.3662, 0.2825, 0.2438, -0.5770, -0.5427, -0.4687, -0.3106, -0.4676, 0.3270, 0.2778, 0.2663, 0.3296, 0.2735, 0.2703, 0.3087, 0.2927],
  "multiplicity": 1,
  "total_energy_ha": -2641.4536,
  "total_charge": 0
}